Entry w
This record from the OMol25 dataset describes 2 unconnected molecules or ions with the total composition C3H7PS. The level of theory is the ωB97M-V functional and the def2-TZVPD basis.

HOMO-LUMO gap (spin up / spin down): 5.922 / 5.522 eV
E_HOMO (spin up / spin down): -0.24687 / -0.23763 Eh

The geometry in ORCA input format:
```
! wB97M-V def2-TZVPD RIJCOSX def2/J DEFGRID3
* xyz 0 1
S -1.36 -0.34 -0.56
P -0.20 -3.11 1.15
C -0.32 -0.57 0.76
C -0.78 1.04 -1.63
C 0.80 0.32 1.19
H -0.11 1.78 -1.17
H 1.72 0.15 0.52
H 0.39 1.35 1.13
H 1.12 -2.95 0.95
H 0.95 0.19 2.20
H -1.68 1.60 -1.92
H -0.52 0.54 -2.61
*
```



Entry x
This record from the OMol25 dataset describes a single C3H7PS molecule. The level of theory is the ωB97M-V functional and the def2-TZVPD basis.

HOMO-LUMO gap: 9.637 eV
SMILES string: C=CC[PH2]=S
E_HOMO: -0.32662 Eh

The geometry in ORCA input format:
```
! wB97M-V def2-TZVPD RIJCOSX def2/J DEFGRID3
* xyz 0 1
S -2.26 -0.54 0.28
P -1.19 0.99 0.15
C 0.68 -1.73 0.31
C 0.64 0.74 -0.23
C 0.88 -0.73 -0.57
H 0.71 -2.73 0.03
H 1.07 -0.80 -1.53
H -1.08 1.68 1.29
H 0.34 -1.53 1.27
H -1.65 2.11 -0.75
H 0.93 1.36 -1.04
H 0.94 1.17 0.79
*
```



It is entry w that is the least stable of them.



Entry w
This record from the OMol25 dataset describes 2 unconnected molecules or ions with the total composition C4H6Br2O. The level of theory is the ωB97M-V functional and the def2-TZVPD basis.

HOMO-LUMO gap (spin up / spin down): 7.654 / 8.398 eV
E_HOMO (spin up / spin down): -0.30515 / -0.31216 Eh

The geometry in ORCA input format:
```
! wB97M-V def2-TZVPD RIJCOSX def2/J DEFGRID3
* xyz 0 1
Br 3.91 0.69 -1.38
Br 1.37 -0.29 -3.16
O 2.07 2.27 -2.47
C -0.16 -0.41 -0.16
C 2.10 1.06 -1.90
C 0.68 0.49 0.18
C -1.14 -1.00 0.82
H -0.87 -1.91 1.26
H -1.06 -0.51 1.81
H 1.20 1.13 0.74
H 2.88 2.49 -2.84
H -0.17 -0.76 -1.11
H -2.22 -0.90 0.54
*
```



Entry x
This record from the OMol25 dataset describes 2 unconnected molecules or ions with the total composition C4H6Br2O. The level of theory is the ωB97M-V functional and the def2-TZVPD basis.

HOMO-LUMO gap (spin up / spin down): 5.994 / 4.407 eV
E_HOMO (spin up / spin down): -0.25159 / -0.22296 Eh

The geometry in ORCA input format:
```
! wB97M-V def2-TZVPD RIJCOSX def2/J DEFGRID3
* xyz 0 1
Br 1.86 -0.44 1.31
Br -0.26 2.01 1.23
O -1.43 -1.93 -1.76
C -1.64 -1.72 -0.65
C 1.75 1.41 -0.80
C -1.79 -1.28 0.61
C 0.78 0.71 0.10
H -1.99 -0.20 0.64
H -2.55 -1.92 1.20
H 1.42 2.40 -1.03
H 2.04 0.94 -1.77
H -0.80 -1.54 1.14
H 2.62 1.57 -0.20
*
```



It is entry w that is the least stable of them.



Entry w
This record from the OMol25 dataset describes a single C3H2N2O2 molecule. The level of theory is the ωB97M-V functional and the def2-TZVPD basis.

HOMO-LUMO gap: 8.935 eV
SMILES string: O=c1nncco1
E_HOMO: -0.37231 Eh

The geometry in ORCA input format:
```
! wB97M-V def2-TZVPD RIJCOSX def2/J DEFGRID3
* xyz 0 1
O 1.07 -1.64 0.98
O 1.11 0.46 0.01
N -0.83 -0.99 0.10
N -1.50 0.02 -0.28
C 0.40 1.49 -0.53
C -0.93 1.31 -0.63
C 0.47 -0.81 0.35
H 0.94 2.33 -0.83
H -1.75 1.96 -0.90
*
```



Entry x
This record from the OMol25 dataset describes a single C3H2N2O2 molecule. The level of theory is the ωB97M-V functional and the def2-TZVPD basis.

HOMO-LUMO gap: 9.190 eV
SMILES string: O=C=C1N=CNO1
E_HOMO: -0.33646 Eh

The geometry in ORCA input format:
```
! wB97M-V def2-TZVPD RIJCOSX def2/J DEFGRID3
* xyz 0 1
O 2.18 -0.69 1.70
O 0.38 1.29 -0.27
N -0.99 0.95 0.00
N 0.01 -0.86 -1.00
C -1.09 -0.27 -0.78
C 1.52 -0.39 0.79
C 0.94 0.03 -0.36
H -0.88 0.57 0.96
H -2.08 -0.63 -1.04
*
```



It is entry x that is the least stable of them.



Entry w
This record from the OMol25 dataset describes a single C3H2N2O2 molecule. The level of theory is the ωB97M-V functional and the def2-TZVPD basis.

HOMO-LUMO gap (spin up / spin down): 7.199 / 7.972 eV
E_HOMO (spin up / spin down): -0.29296 / -0.31394 Eh

The geometry in ORCA input format:
```
! wB97M-V def2-TZVPD RIJCOSX def2/J DEFGRID3
* xyz 0 1
O -1.73 -2.07 0.27
O -1.34 0.92 -0.20
N 1.24 0.03 -0.07
N 0.83 1.25 0.42
C -0.43 1.64 0.04
C 0.31 -0.86 -0.30
C -0.84 -1.30 0.15
H 1.46 1.91 0.80
H 0.49 -1.52 -1.11
*
```



Entry x
This record from the OMol25 dataset describes a single C3H2N2O2 molecule. The level of theory is the ωB97M-V functional and the def2-TZVPD basis.

HOMO-LUMO gap: 9.369 eV
SMILES string: O=c1nccno1
E_HOMO: -0.39527 Eh

The geometry in ORCA input format:
```
! wB97M-V def2-TZVPD RIJCOSX def2/J DEFGRID3
* xyz 0 1
O 2.19 0.03 0.12
O 0.34 -1.16 -0.13
N -1.02 -1.24 0.03
N 0.24 1.31 -0.06
C -1.66 -0.12 0.05
C -1.05 1.15 -0.02
C 0.98 0.09 -0.03
H -1.76 1.99 -0.07
H -2.71 -0.22 0.36
*
```



It is entry w that is the least stable of them.



Entry w
This record from the OMol25 dataset describes a single C3H2N2O2 molecule. The level of theory is the ωB97M-V functional and the def2-TZVPD basis.

HOMO-LUMO gap: 9.533 eV
SMILES string: O=Cc1cnon1
E_HOMO: -0.41153 Eh

The geometry in ORCA input format:
```
! wB97M-V def2-TZVPD RIJCOSX def2/J DEFGRID3
* xyz 0 1
O 1.82 -1.23 -0.07
O -2.50 -0.81 -0.45
N 2.09 0.02 -0.31
N 0.38 -1.44 0.20
C -1.68 0.04 0.23
C -0.23 -0.23 0.43
C 0.91 0.65 -0.08
H -1.84 1.18 0.30
H 1.04 1.82 -0.25
*
```



Entry x
This record from the OMol25 dataset describes a single C3H2N2O2 molecule. The level of theory is the ωB97M-V functional and the def2-TZVPD basis.

HOMO-LUMO gap (spin up / spin down): 7.987 / 7.988 eV
E_HOMO (spin up / spin down): -0.36736 / -0.36737 Eh

The geometry in ORCA input format:
```
! wB97M-V def2-TZVPD RIJCOSX def2/J DEFGRID3
* xyz 0 1
O -0.22 -1.55 -0.05
O -2.55 -0.11 -0.94
N 0.59 0.55 0.32
N 1.92 -0.89 0.31
C -1.82 0.21 -0.04
C -0.39 -0.35 0.05
C 1.91 0.27 -0.08
H 2.67 0.98 -0.41
H -2.11 0.88 0.83
*
```



It is entry w that is the least stable of them.



Entry w
This record from the OMol25 dataset describes a single C3H2N2O2 molecule. The level of theory is the ωB97M-V functional and the def2-TZVPD basis.

HOMO-LUMO gap: 10.977 eV
E_HOMO: -0.41269 Eh

The geometry in ORCA input format:
```
! wB97M-V def2-TZVPD RIJCOSX def2/J DEFGRID3
* xyz 0 1
O 1.65 0.89 0.06
O -0.59 1.05 0.42
N -0.84 0.61 -0.89
N -0.25 -1.48 -0.03
C 0.15 -2.07 0.92
C -0.68 -0.64 -1.02
C 0.72 1.17 0.75
H -0.90 -1.08 -1.99
H 0.75 1.55 1.78
*
```



Entry x
This record from the OMol25 dataset describes a single C3H2N2O2 molecule. The level of theory is the ωB97M-V functional and the def2-TZVPD basis.

HOMO-LUMO gap: 9.674 eV
SMILES string: O=Cc1conn1
E_HOMO: -0.39410 Eh

The geometry in ORCA input format:
```
! wB97M-V def2-TZVPD RIJCOSX def2/J DEFGRID3
* xyz 0 1
O -2.61 -0.43 -0.26
O 1.97 0.37 -0.07
N 1.64 -0.81 0.07
N 0.43 -1.13 0.07
C 0.74 1.07 -0.18
C -0.33 0.17 0.17
C -1.75 0.46 0.21
H 0.78 2.26 -0.28
H -2.16 1.57 0.79
*
```



It is entry x that is the least stable of them.



Entry w
This record from the OMol25 dataset describes a single C3H2N2O2 molecule. The level of theory is the ωB97M-V functional and the def2-TZVPD basis.

HOMO-LUMO gap: 9.284 eV
SMILES string: O=c1cnonc1
E_HOMO: -0.38254 Eh

The geometry in ORCA input format:
```
! wB97M-V def2-TZVPD RIJCOSX def2/J DEFGRID3
* xyz 0 1
O 2.05 -0.18 -0.14
O -1.86 0.05 -0.06
N -1.26 -1.21 -0.07
N -1.07 1.16 0.06
C 0.83 0.03 0.19
C 0.24 1.19 0.09
C 0.04 -1.23 0.28
H 0.43 -2.06 -0.19
H 0.60 2.25 -0.16
*
```



Entry x
This record from the OMol25 dataset describes a single C3H2N2O2 molecule. The level of theory is the ωB97M-V functional and the def2-TZVPD basis.

HOMO-LUMO gap: 10.868 eV
E_HOMO: -0.41904 Eh

The geometry in ORCA input format:
```
! wB97M-V def2-TZVPD RIJCOSX def2/J DEFGRID3
* xyz 0 1
O -0.17 -0.72 0.38
O -0.69 1.18 1.53
N 0.43 1.10 -1.05
N 1.34 -1.19 -1.50
C -0.63 -0.01 1.45
C 0.32 -0.10 -0.75
C 0.25 -1.26 -1.99
H 0.08 1.72 -0.31
H -0.93 -0.72 2.23
*
```



Entry y
This record from the OMol25 dataset describes a single C3H2N2O2 molecule. The level of theory is the ωB97M-V functional and the def2-TZVPD basis.

HOMO-LUMO gap (spin up / spin down): 7.471 / 7.995 eV
SMILES string: O=C=N/C=C\N=O
E_HOMO (spin up / spin down): -0.30593 / -0.34432 Eh

The geometry in ORCA input format:
```
! wB97M-V def2-TZVPD RIJCOSX def2/J DEFGRID3
* xyz 0 1
O 0.11 2.61 0.23
O -3.11 -0.81 -0.03
N 0.86 1.74 -0.22
N -0.81 -1.13 0.04
C 1.18 0.50 -0.03
C 0.53 -0.74 0.18
C -1.96 -0.78 -0.03
H 1.06 -1.58 0.09
H 2.13 0.18 -0.22
*
```



It is entry w that is the least stable of them.



Entry w
This record from the OMol25 dataset describes a molecular structure, CH6N4S. The level of theory is the ωB97M-V functional and the def2-TZVPD basis.

HOMO-LUMO gap: 8.760 eV
E_HOMO: -0.29521 Eh

The geometry in ORCA input format:
```
! wB97M-V def2-TZVPD RIJCOSX def2/J DEFGRID3
* xyz 0 1
S -2.55 -0.53 0.00
N 0.20 -1.08 -0.10
N 2.43 -1.12 -0.33
N 1.27 -0.52 -0.26
N -1.09 0.10 0.43
C -0.80 1.52 0.18
H 3.28 -0.65 -0.71
H -2.64 -1.24 1.08
H 0.12 1.74 0.61
H 2.39 -2.06 -0.86
H -0.97 1.82 -0.78
H -1.64 2.01 0.74
*
```



Entry x
This record from the OMol25 dataset describes a single CH6N4S molecule. The level of theory is the ωB97M-V functional and the def2-TZVPD basis.

HOMO-LUMO gap: 9.166 eV
SMILES string: [H]/N=C(/NN)NS
E_HOMO: -0.32067 Eh

The geometry in ORCA input format:
```
! wB97M-V def2-TZVPD RIJCOSX def2/J DEFGRID3
* xyz 0 1
S 1.75 -0.27 0.07
N -0.17 1.98 -0.30
N -0.85 0.90 0.42
N -2.23 -0.87 0.02
N 0.25 -1.06 -0.32
C -0.94 -0.40 0.07
H 1.96 -0.83 1.28
H -1.77 1.19 0.85
H -0.08 1.65 -1.30
H 0.12 -2.02 -0.75
H -2.24 -1.90 -0.25
H 0.69 1.97 -0.03
*
```



It is entry w that is the least stable of them.